1.
13
Properties=species:S:1:pos:R:3:forces:R:3:mulliken_charge:R:1 method="wB97M-V/def2-TZVPD" total_charge=+1 lumo_ev=-5.10 orbital_gap_ev=8.06 smiles="CC(=S)/[NH+]=C/N" total_energy_ev=-17032.3192 relative_energy_ev=1.251
C -1.047 0.590 -0.014 1.4 -1.5 0.1 0.1863
C 1.279 -0.107 0.099 0.5 -4.1 -0.5 0.4961
C 1.000 -1.711 -0.051 0.7 1.1 -0.7 -1.2865
N -1.971 1.514 -0.198 -1.5 -2.2 0.7 -0.3313
N 0.235 0.784 0.295 -2.4 -0.6 -0.6 -0.1390
S 2.786 0.393 -0.016 0.2 0.7 0.2 -0.2168
H -1.124 -0.508 -0.118 -1.4 0.7 -0.4 0.3602
H 2.022 -2.137 -0.174 -0.8 0.4 0.5 0.3596
H 0.499 -2.194 0.810 0.1 0.5 -0.4 0.3693
H 0.533 -2.013 -1.029 -0.1 0.7 1.0 0.3979
H -3.007 1.284 -0.142 2.0 0.1 -0.4 0.3113
H -1.769 2.441 0.059 0.4 1.4 0.2 0.2567
H 0.563 1.666 0.481 0.9 2.9 0.5 0.2361

2.
84
Properties=species:S:1:pos:R:3:forces:R:3:mulliken_charge:R:1 method="wB97M-V/def2-TZVPD" multiplicity=4 total_charge=-2 lumo_ev="2.81 / 3.68" orbital_gap_ev="4.54 / 6.97" s_squared=4.0467 total_energy_ev=-137031.5511
Cr 2.044 -0.385 -0.388 -0.4 1.6 -1.7 -1.2330
O -3.208 -1.464 -2.266 -0.9 -0.6 0.8 -0.7452
V -1.613 -1.344 -2.018 -0.5 1.5 -2.0 0.4891
O -0.876 -1.411 -3.428 0.7 -0.6 -0.9 -0.9366
P -0.155 -1.052 0.382 3.0 1.4 -6.0 1.3249
O 0.268 -0.659 -1.144 -0.1 1.4 -0.6 -0.4244
O 0.569 0.247 0.898 -0.9 -0.8 2.4 0.3570
O 1.050 -2.088 0.257 -0.7 -0.4 3.6 0.8401
O -1.614 -1.304 0.147 0.2 -0.4 2.9 -0.7994
P 3.446 1.651 -1.514 1.2 1.2 -0.1 0.8339
O 3.041 2.887 -2.235 -0.2 -0.1 0.6 -0.8155
O 4.916 1.485 -1.318 0.0 -0.8 0.2 -0.7949
O 2.663 0.366 -2.074 -0.4 -1.4 0.9 -0.0345
O 2.711 1.422 -0.106 -0.8 -1.1 0.8 -0.1582
C -4.294 -2.407 1.818 0.7 -0.4 -0.8 -0.4909
C -4.810 -1.516 0.683 0.2 0.2 -0.4 -0.4817
O -4.140 -0.238 0.616 0.3 -0.6 0.2 -0.6780
O -3.112 -3.154 1.411 -0.6 1.0 0.3 -0.5635
H -5.072 -3.141 2.061 0.2 0.1 0.1 0.3456
H -4.011 -1.811 2.696 -0.4 0.0 0.0 0.2080
H -5.884 -1.312 0.752 0.2 0.1 0.4 0.4314
H -4.678 -2.022 -0.285 0.2 -0.1 0.2 0.2665
H -3.211 -0.425 0.341 -0.9 0.2 0.1 0.5492
H -2.522 -2.452 1.045 -0.3 -0.9 0.1 0.4203
C -2.889 1.836 -2.656 1.3 0.7 0.6 -0.7831
C -4.131 2.169 -1.866 -0.1 -0.5 -1.2 -0.5886
O -4.963 1.056 -1.738 -0.5 -0.2 0.8 -0.6085
O -1.970 1.043 -1.883 -0.2 -0.6 0.2 0.9457
H -2.326 2.763 -2.864 -0.4 0.0 -0.2 0.3610
H -3.116 1.346 -3.595 0.0 -0.4 0.1 0.3695
H -4.722 2.861 -2.481 0.3 0.5 0.4 0.3649
H -3.813 2.579 -0.906 -0.3 0.2 0.0 -0.0427
H -4.721 0.594 -0.912 0.1 -0.2 -0.3 0.4254
H -1.588 1.609 -1.184 0.2 0.0 -0.3 -0.1590
C 1.801 2.030 5.109 -0.5 0.0 0.2 -0.5661
C 0.849 2.065 3.927 0.4 0.3 0.3 0.1082
O 0.592 0.735 3.536 0.0 0.0 -0.9 -0.4677
O 1.238 1.263 6.184 0.1 0.0 -0.5 -0.5919
H 1.950 3.047 5.478 0.1 -0.1 0.1 0.3463
H 2.760 1.602 4.795 0.0 0.1 0.0 0.2292
H 1.321 2.652 3.129 -0.1 -0.1 -0.1 0.2518
H -0.085 2.555 4.229 0.0 0.1 0.0 0.1839
H 0.549 0.713 2.539 0.1 -0.3 0.9 -0.1358
H 0.820 0.511 5.732 0.1 0.1 0.2 0.3583
C 0.736 -4.824 1.924 0.4 0.5 -0.3 -0.2704
C 1.343 -5.445 0.654 -0.7 0.9 0.3 -0.3676
O 0.996 -4.667 -0.494 0.6 0.2 0.7 -0.5744
O 1.490 -3.669 2.353 -0.2 0.3 -0.8 -0.6608
H 0.754 -5.494 2.787 0.0 -0.2 -0.2 0.3907
H -0.305 -4.569 1.672 0.1 0.1 0.3 0.0983
H 0.898 -6.426 0.478 0.4 -0.2 0.1 0.4086
H 2.429 -5.458 0.831 0.0 -0.4 -0.3 0.1234
H 1.047 -3.720 -0.212 -0.1 -0.7 -0.7 0.2147
H 1.435 -2.955 1.639 -0.1 -1.1 0.8 0.1294
C -2.225 4.300 0.717 -1.0 -1.3 -0.5 -0.2929
C -1.217 3.277 1.153 1.6 0.8 1.7 -0.2863
O -0.544 2.650 0.096 -0.6 -0.7 0.0 -0.3482
O -1.615 5.217 -0.164 -0.1 0.4 0.4 -0.5170
H -2.689 4.725 1.619 0.4 0.4 0.0 0.3746
H -3.055 3.781 0.205 0.3 0.2 0.1 0.0985
H -1.593 2.604 1.945 -0.6 -0.2 -0.7 0.3676
H -0.485 3.855 1.773 0.0 -0.1 -0.5 0.1983
H -0.089 1.837 0.423 -0.1 0.7 -0.3 -0.1754
H -2.293 5.840 -0.442 0.1 0.0 -0.1 0.3001
C 4.519 -1.173 1.113 -0.1 -0.8 0.2 -0.6644
C 4.354 -2.344 0.174 0.1 -0.7 -0.3 -0.5114
O 3.516 -1.972 -0.954 1.1 -0.2 1.2 0.1970
O 3.185 -0.719 1.407 0.8 0.1 -0.2 0.0884
H 5.145 -0.390 0.678 -0.5 0.3 -0.1 0.3229
H 4.972 -1.555 2.032 0.1 0.1 -0.1 0.4285
H 3.909 -3.213 0.678 -0.3 0.3 0.2 0.2009
H 5.314 -2.720 -0.203 0.1 0.5 0.0 0.4967
H 3.667 -2.712 -1.551 -0.8 0.4 -0.7 0.2226
H 2.959 -0.816 2.336 -0.3 0.1 -0.1 0.2103
C 0.922 1.709 -4.355 -0.1 0.9 0.0 0.2473
C 1.395 0.577 -5.227 -0.4 -1.1 -0.7 -0.2911
O 2.584 -0.023 -4.741 0.1 0.1 0.4 -0.5953
O 1.758 2.879 -4.373 -1.1 -1.0 -0.8 -0.6890
H 0.794 1.291 -3.346 0.3 0.2 0.0 -0.4692
H -0.111 1.983 -4.617 0.2 0.1 -0.4 0.2477
H 1.571 0.782 -6.292 0.1 0.7 0.2 0.3618
H 0.601 -0.187 -5.263 -0.1 0.1 0.3 0.1188
H 2.504 0.032 -3.767 0.3 -0.2 -0.5 0.4007
H 2.353 2.811 -3.594 -0.1 0.3 0.1 0.5548